No. 1
Computed, not measured: an isolated ion of composition C10H14NO3 and charge +1 at a distorted geometry, with ωB97M-V/def2-TZVPD.

Structure (XYZ):
```
28
Properties=species:S:1:pos:R:3:lowdin_charge:R:1
C -0.504 -0.004 -0.721 -0.08
C 0.548 0.670 -0.448 0.29
C -2.902 0.404 -0.544 -0.40
C 1.595 -0.640 1.133 -0.07
C 0.932 -1.825 0.471 -0.08
C -1.798 0.252 -1.315 -0.01
C 1.866 0.547 0.107 -0.31
C -0.337 -1.539 -0.268 -0.27
C 4.192 0.929 -0.694 -0.07
C -3.948 0.664 1.553 -0.02
N 2.916 0.249 -0.782 -0.06
O -4.128 0.622 -1.019 0.14
O -1.175 -2.304 -0.584 0.23
O -2.780 0.407 0.779 -0.02
H 0.987 -0.268 1.957 0.14
H 2.579 -0.922 1.507 0.14
H 1.610 -2.277 -0.263 0.15
H 0.703 -2.588 1.219 0.15
H -1.859 0.240 -2.391 0.13
H 2.115 1.417 0.727 0.18
H 4.104 1.888 -0.185 0.09
H 4.906 0.310 -0.142 0.09
H 4.594 1.098 -1.690 0.09
H -3.610 0.707 2.585 0.10
H -4.680 -0.134 1.429 0.11
H -4.398 1.616 1.264 0.10
H 2.656 -0.052 -1.707 0.14
H -4.186 0.532 -1.978 0.15
```

strongest force on any atom	2.01	eV Å⁻¹
relative energy (zero: lowest compared OMol25 entry of this formula, charge and spin)	57.10	kcal per mole
HOMO (alpha / beta)	-12.1 / -12.1	eV
charge	+1
HOMO-LUMO gap (alpha / beta)	6.220 / 6.221	eV
spin multiplicity	1


No. 2
Computed, not measured: a 2-piece molecular cluster, C10H14NO4S overall at a distorted geometry, with ωB97M-V/def2-TZVPD.

Structure (XYZ):
```
30
Properties=species:S:1:pos:R:3:lowdin_charge:R:1
O -0.912 -1.019 4.058 -0.08
C -2.241 -0.746 4.026 -0.09
C -3.429 -1.858 3.831 -0.12
O -3.428 -2.557 2.537 -0.09
C -2.964 -1.700 1.435 -0.22
O -3.829 -0.876 0.802 0.03
C -1.390 -1.752 0.893 0.02
C -0.920 -0.597 -0.206 0.10
C 0.670 -0.674 -0.678 0.08
N 1.609 -1.739 -0.127 0.03
C 1.211 -2.809 0.889 0.04
C -0.329 -2.907 1.472 0.08
H -2.523 0.404 4.168 0.15
H -4.451 -1.311 4.083 0.15
H -3.239 -2.695 4.659 0.16
H -1.684 0.225 -0.575 0.14
H 1.025 0.141 -1.440 0.08
H 2.617 -1.710 -0.451 0.16
H 1.984 -3.605 1.309 0.14
H -0.701 -3.705 2.266 0.14
C 1.152 3.719 -3.774 -0.26
S 2.216 2.258 -3.846 0.86
O 1.585 1.197 -2.995 -0.60
C 3.584 2.972 -2.900 -0.26
H 0.211 3.488 -4.278 0.06
H 0.949 3.984 -2.734 0.06
H 1.639 4.552 -4.286 0.06
H 3.233 3.282 -1.913 0.06
H 3.993 3.829 -3.440 0.06
H 4.361 2.212 -2.786 0.05
```

strongest force on any atom	9.22	eV Å⁻¹
HOMO	-12.0	eV
charge	+1
HOMO-LUMO gap	6.560	eV
spin multiplicity	1


No. 3
Computed, not measured: one molecule with the formula C10H14S at a distorted geometry, with ωB97M-V/def2-TZVPD.

Structure (XYZ):
```
25
Properties=species:S:1:pos:R:3:lowdin_charge:R:1
C 2.523 -0.438 -0.638 -0.10
C 2.669 -1.770 -1.027 -0.38
C 1.172 -0.278 -0.391 -0.32
C 0.328 -1.306 -0.600 -0.41
C 0.118 0.710 0.094 -0.40
C -0.976 -0.459 0.085 -0.40
C -0.190 1.846 -0.942 -0.02
C 0.468 1.364 1.426 -0.03
C -1.341 -1.103 1.374 -0.07
C -2.224 -0.322 -0.754 -0.05
S 1.166 -2.757 -1.003 0.98
H 3.240 0.430 -0.555 0.13
H 3.661 -2.237 -1.006 0.06
H -1.106 2.244 -0.719 0.05
H -0.170 1.520 -1.968 0.08
H 0.659 2.557 -0.947 0.09
H -0.296 1.879 1.872 0.05
H 1.297 2.005 1.149 0.08
H 0.905 0.597 2.103 0.09
H -2.227 -0.526 1.793 0.11
H -0.376 -1.134 2.071 0.13
H -1.707 -2.098 1.212 0.07
H -2.721 0.477 -0.313 0.05
H -2.873 -1.205 -0.519 0.10
H -1.996 0.002 -1.795 0.10
```

strongest force on any atom	3.87	eV Å⁻¹
relative energy (zero: lowest compared OMol25 entry of this formula, charge and spin)	44.38	kcal per mole
HOMO	-8.3	eV
HOMO-LUMO gap	9.054	eV
spin multiplicity	1


No. 4
Computed, not measured: a 5-piece molecular cluster, C10H15BCl16FNO5S overall at a distorted geometry, with ωB97M-V/def2-TZVPD.

Structure (XYZ):
```
50
Properties=species:S:1:pos:R:3:lowdin_charge:R:1
C 2.824 -0.430 2.643 -0.13
O 1.484 -0.892 2.255 -0.29
C 0.707 0.144 1.560 -0.22
C 0.283 -0.370 0.048 -0.16
C -0.779 0.718 -0.650 -0.16
C -2.261 0.323 -0.068 -0.20
N -3.302 1.415 -0.171 -0.07
B -4.508 0.853 0.622 -0.54
O -4.341 0.811 2.097 0.03
O -5.743 0.331 0.004 -0.02
C -6.588 -0.297 1.072 -0.08
S -2.857 2.866 0.694 0.91
O -4.050 3.705 1.209 -0.29
O -2.089 3.787 -0.331 -0.35
F -1.674 2.514 1.932 -0.24
H 2.955 0.731 2.705 0.09
H 3.595 -0.969 1.929 0.07
H 3.068 -0.843 3.736 0.11
H -0.242 0.365 2.242 0.13
H 1.251 1.170 1.421 0.06
H -0.346 -1.371 0.214 0.09
H 1.189 -0.634 -0.644 0.12
H -0.652 0.599 -1.809 0.13
H -0.386 1.775 -0.337 0.01
H -2.102 -0.113 1.009 0.12
H -2.656 -0.578 -0.741 0.17
H -3.809 -0.001 2.359 0.13
H -6.924 0.514 1.859 0.12
H -6.021 -1.164 1.643 0.11
H -7.573 -0.767 0.637 0.11
C 1.527 -4.381 0.317 -1.99
Cl 2.937 -3.303 0.483 0.55
Cl 0.549 -3.869 -1.081 0.50
Cl 2.086 -6.055 0.070 0.50
Cl 0.538 -4.298 1.797 0.53
C 3.027 3.762 -0.540 -1.98
Cl 4.256 2.682 0.166 0.50
Cl 3.342 5.438 -0.024 0.52
Cl 3.102 3.663 -2.317 0.51
Cl 1.409 3.263 0.015 0.60
C 7.227 4.924 -3.053 -2.00
Cl 6.261 4.393 -1.653 0.47
Cl 8.635 5.856 -2.483 0.51
Cl 7.788 3.498 -3.963 0.51
Cl 6.226 5.949 -4.112 0.51
C -1.473 -7.143 -2.553 -2.01
Cl -2.536 -8.561 -2.727 0.51
Cl -1.211 -6.805 -0.823 0.48
Cl 0.093 -7.474 -3.336 0.51
Cl -2.236 -5.729 -3.324 0.51
```

strongest force on any atom	8.49	eV Å⁻¹
relative energy (zero: lowest compared OMol25 entry of this formula, charge and spin)	140.61	kcal per mole
HOMO	-9.8	eV
HOMO-LUMO gap	9.040	eV
spin multiplicity	1


No. 5
Computed, not measured: C10H15BF5IrN2O4SSeSi as an isolated structure, with ωB97M-V/def2-TZVPD.

Structure (XYZ):
```
41
Properties=species:S:1:pos:R:3:lowdin_charge:R:1
Ir 0.444 1.554 0.839 1.45
N -3.562 0.655 0.836 0.22
C -2.236 0.667 0.752 -0.47
O -1.615 1.721 1.042 -0.13
C -1.484 -0.547 0.365 -0.18
C -0.127 -0.124 -0.177 -0.20
H -4.047 1.480 1.146 0.13
H -4.074 -0.183 0.628 0.13
H -2.022 -1.187 -0.335 0.12
H -1.359 -1.157 1.263 0.11
H -0.178 0.197 -1.216 0.07
H 0.604 -0.923 -0.088 0.07
C 1.030 0.536 6.538 -0.20
Si 0.318 -0.686 5.308 0.42
C 1.374 -2.220 5.250 -0.17
C -1.447 -1.071 5.788 -0.18
C 0.336 0.101 3.646 -0.14
C 0.435 0.628 2.547 -0.25
H 1.049 0.111 7.544 0.03
H 0.436 1.452 6.566 0.03
H 2.051 0.808 6.263 0.03
H 1.395 -2.698 6.233 0.03
H 2.399 -1.965 4.973 0.04
H 0.997 -2.944 4.528 0.01
H -1.476 -1.524 6.782 0.03
H -1.906 -1.765 5.084 0.02
H -2.044 -0.156 5.816 0.03
F 2.585 0.535 -1.425 0.21
B 3.099 1.125 -0.339 -0.95
F 4.430 1.256 -0.327 0.21
Se -1.099 4.429 -2.831 0.50
C -0.338 3.404 -1.613 -0.92
N 0.170 2.725 -0.807 -0.11
F -1.802 -5.310 2.140 0.09
C -0.880 -4.395 2.460 -0.72
F -0.150 -4.900 3.481 0.06
F -1.549 -3.326 2.975 0.04
S 0.221 -3.860 1.003 0.71
O 0.742 -5.174 0.583 -0.52
O -0.851 -3.324 0.118 -0.53
O 2.370 1.605 0.671 -0.11
```

strongest force on any atom	0.17	eV Å⁻¹
<S²>	0.76
relative energy (zero: lowest compared OMol25 entry of this formula, charge and spin)	17.53	kcal per mole
HOMO (alpha / beta)	-4.9 / -4.9	eV
charge	-1
HOMO-LUMO gap (alpha / beta)	6.763 / 4.426	eV
spin multiplicity	2


No. 6
Computed, not measured: C10H15BrN3OSW as an isolated structure at a distorted geometry, with ωB97M-V/def2-TZVPD.

Structure (XYZ):
```
32
Properties=species:S:1:pos:R:3:lowdin_charge:R:1
W 0.454 0.186 -0.219 1.25
O 0.234 5.004 -3.246 0.27
C -0.159 4.050 -2.509 -0.22
C -1.421 3.886 -1.879 0.14
C -1.701 2.794 -1.091 -0.03
N -0.756 1.868 -0.813 -0.12
C 0.413 1.960 -1.474 -0.27
Br 2.737 -0.342 -0.003 0.52
C 0.782 2.958 -2.300 0.08
H -0.376 5.691 -3.589 0.21
H -2.157 4.683 -1.967 0.17
H -2.685 2.656 -0.653 0.15
H 1.702 2.998 -2.880 0.16
N -1.508 -0.523 4.559 0.08
C -1.257 0.866 4.098 -0.07
C -1.180 0.921 2.567 -0.15
N -0.127 0.012 2.026 -0.19
C -0.392 -1.380 2.509 -0.15
C -0.462 -1.444 4.041 -0.07
H -2.448 -0.841 4.272 0.21
H -1.506 -0.552 5.594 0.22
H -0.325 1.221 4.550 0.16
H -2.055 1.532 4.438 0.17
H -0.947 1.958 2.284 0.14
H -2.146 0.636 2.128 0.15
H 0.771 0.302 2.473 0.14
H 0.419 -2.048 2.180 0.14
H -1.338 -1.729 2.070 0.14
H 0.499 -1.169 4.488 0.16
H -0.675 -2.476 4.340 0.17
S -1.195 -2.383 -2.123 1.13
C -0.632 -1.287 -1.202 -0.68
```

strongest force on any atom	3.32	eV Å⁻¹
<S²>	0.92
HOMO (alpha / beta)	-22.6 / -23.0	eV
charge	+4
HOMO-LUMO gap (alpha / beta)	5.262 / 6.429	eV
spin multiplicity	2


Number 1: calculated total energy -18218.818 eV. Number 2: calculated total energy -31094.224 eV. Number 3: calculated total energy -21429.634 eV. Number 4: calculated total energy -236923.535 eV. Number 5: calculated total energy -122951.799 eV. Number 6: calculated total energy -99786.671 eV.